1.
Below is a structure of composition C23H24IrNO5Se4Si at a distorted geometry, with properties calculated with ωB97M-V/def2-TZVPD.

XYZ file:
```
59
Properties=species:S:1:pos:R:3:lowdin_charge:R:1
C 2.90 2.99 -2.41 -0.091
C 4.36 -0.31 -1.64 -0.082
H 3.68 2.34 -4.97 0.065
C 2.01 -1.38 -5.41 -0.083
H 3.07 -1.54 -5.25 0.087
H -0.49 -2.49 -7.42 0.100
C -0.40 1.02 2.49 -0.213
H 1.95 -2.74 -7.07 0.101
Se -1.25 -1.47 -0.88 0.152
C 4.80 0.00 -3.98 -0.109
C 5.71 -0.56 -1.42 -0.086
O -4.12 1.88 -0.37 0.166
C -1.08 1.37 3.67 0.000
Se -0.98 -3.42 2.28 -0.034
C 2.05 2.31 -3.50 -0.596
H 2.06 2.09 -5.68 0.080
Ir 0.06 0.56 -0.34 1.167
Se 0.08 -2.99 0.13 0.000
H 6.06 -0.78 -0.41 0.100
O -2.09 1.58 -1.13 0.006
H -1.80 -1.00 -5.93 0.102
Se -2.67 -2.04 2.47 0.047
H -3.99 2.36 2.25 0.114
C 3.88 -0.02 -2.93 -0.220
C 2.62 2.62 -4.90 -0.087
H -2.89 2.15 4.49 0.111
H 3.94 2.67 -2.45 0.075
H -4.61 1.81 0.45 0.107
Si 2.07 0.42 -3.16 0.516
C -2.98 1.95 2.32 -0.016
H 0.14 2.60 -2.47 0.040
N -1.02 1.13 1.26 -0.088
H 4.46 0.22 -4.99 0.095
H 2.52 2.76 -1.40 0.074
C 6.15 -0.24 -3.76 -0.084
H 2.88 4.08 -2.54 0.085
H 2.52 0.20 3.31 0.136
H -0.68 0.23 -4.12 0.094
H 3.66 -0.33 -0.80 0.096
C 0.00 -1.94 -6.63 -0.092
H 0.59 3.93 -3.53 0.087
C 1.29 -0.52 -4.57 -0.209
H -0.02 2.41 -4.22 0.075
C -0.73 -1.10 -5.79 -0.082
C -2.83 1.68 -0.18 -0.481
H 6.85 -0.22 -4.59 0.102
O 1.63 0.51 3.54 0.135
O 1.25 0.11 -1.78 -0.526
H -0.56 1.26 4.61 0.129
H 7.67 -0.67 -2.30 0.099
C 0.61 2.83 -3.42 -0.098
C -2.36 1.84 3.60 -0.056
O 1.48 0.25 1.33 -0.093
C 1.37 -2.08 -6.43 -0.086
C 0.94 0.57 2.41 -0.498
H 2.55 3.70 -5.11 0.085
C -0.09 -0.40 -4.78 -0.096
C -2.30 1.58 1.21 -0.229
C 6.61 -0.51 -2.48 -0.093
```

## Properties
* HOMO energy (alpha / beta): -6.7 / -8.2 eV
* 2S+1: 5
* orbital gap (alpha / beta): 5.8300 / 6.4542 eV

2.
Below is a cluster of 22 separate species, C6H56NO26S in total at a distorted geometry, with properties calculated with ωB97M-V/def2-TZVPD.

XYZ file:
```
90
Properties=species:S:1:pos:R:3:lowdin_charge:R:1
H -2.79 -1.30 -2.95 -0.015
S -4.80 1.17 -1.01 0.264
H -3.16 -1.04 2.47 -0.005
C 2.02 -2.58 2.64 -0.076
H 2.47 -2.73 5.65 -0.056
H 4.09 2.36 1.08 0.028
O 4.53 -0.55 1.23 -0.085
H 5.61 -2.82 3.88 0.047
H 2.72 -4.46 -0.53 0.069
H 3.75 0.84 0.88 -0.076
H -0.78 -2.83 -2.44 0.104
O 1.33 5.71 -5.73 -0.095
H -3.67 -0.41 1.17 -0.007
H 1.66 5.00 -5.16 -0.056
C -0.54 1.06 -0.72 -0.097
H 1.19 3.20 1.84 0.064
H 0.93 5.17 -6.43 0.033
H -0.34 1.96 -4.85 0.058
O 2.78 4.07 -4.43 -0.004
H -3.42 -0.02 -3.26 0.001
H 6.54 -1.79 3.53 0.084
O -6.01 0.71 -0.50 -0.289
H 2.83 -1.64 6.40 -0.009
O 0.52 -1.05 4.97 0.002
O 1.08 -0.49 -5.12 -0.081
H 0.57 -1.39 4.05 0.007
H 1.59 -0.58 -5.99 0.072
H -2.35 -2.36 4.17 0.088
H 0.16 4.15 1.23 -0.019
H 1.35 -4.65 -1.56 0.132
H -0.70 2.06 -0.21 0.149
H 0.22 -0.43 -5.50 -0.052
H -3.45 4.23 -2.72 0.061
H -3.55 1.68 1.30 -0.051
O -1.28 -2.40 -1.69 -0.051
O 1.49 -6.07 3.22 -0.189
O -1.97 -1.44 3.99 -0.088
O -3.20 4.45 -1.81 -0.039
O -3.97 -1.04 1.88 -0.108
O 3.46 1.73 0.75 -0.060
H 5.13 -0.94 0.55 0.084
O -3.24 2.22 2.03 -0.038
H 0.11 3.51 -4.25 0.101
O 0.82 -1.87 2.55 -0.235
O 0.75 4.13 2.02 -0.135
H 2.23 4.07 -3.63 0.071
H -0.78 0.17 -2.66 0.092
H -1.97 -3.04 -1.43 0.091
O -1.61 -0.19 -6.00 -0.099
H 2.43 -6.34 3.00 0.031
O 3.22 -2.39 6.05 -0.003
H -3.62 3.73 -1.46 -0.095
C -0.77 -0.56 1.21 -0.069
H 0.78 -0.26 4.71 -0.014
N -1.23 -0.10 -0.14 0.009
C 0.56 -1.36 1.13 -0.039
H -2.33 0.17 -0.18 0.108
H -3.71 3.01 2.07 -0.008
O 1.18 -4.46 5.57 -0.017
O 5.55 -1.92 3.57 -0.063
O -4.59 0.68 -2.30 -0.321
H 4.75 -0.87 2.16 0.050
H 2.06 -2.85 3.49 -0.050
H -2.46 0.15 -6.33 0.058
H 2.12 -3.39 1.81 0.138
H -1.11 -1.58 4.47 0.009
H 3.44 4.69 -4.35 0.025
H -2.06 1.30 -2.07 0.121
C -0.63 2.60 -4.01 -0.044
H 0.36 -4.23 5.03 0.114
H -1.17 -0.98 -0.64 0.087
H -1.65 -1.10 1.54 0.106
O -3.63 0.80 -0.08 -0.434
H 0.93 -4.93 6.30 0.010
H -0.64 0.19 1.74 0.051
H 0.58 0.68 -0.84 0.173
H 0.41 -2.27 0.49 0.114
H 1.56 -0.86 0.87 0.144
H -1.96 -0.58 -5.16 0.014
H 1.74 -5.69 4.26 0.113
O -0.76 4.53 -0.45 -0.115
H -0.22 4.05 -1.17 0.067
H -1.63 4.31 -0.89 0.016
H -1.59 2.93 -4.31 0.064
C -0.99 1.06 -2.17 -0.207
O -4.81 2.67 -0.99 -0.373
O -3.03 -0.80 -3.70 -0.064
O 2.05 -3.92 -1.11 -0.186
O -0.23 2.17 -2.65 -0.186
H 2.77 -1.81 2.61 0.081
```

## Properties
* HOMO energy: -5.1 eV
* net charge: -1
* orbital gap: 6.0285 eV

3.
Below is an isolated molecule of C5H8O, with properties calculated with ωB97M-V/def2-TZVPD.

XYZ file:
```
14
Properties=species:S:1:pos:R:3:lowdin_charge:R:1
C -1.61 0.21 1.50 -0.132
O -0.51 0.62 2.25 -0.035
H -0.23 1.49 0.37 0.143
H -0.19 -1.38 -0.54 0.109
C 1.54 -0.21 -0.60 -0.234
C 0.59 -0.62 0.46 -0.043
H -0.27 -0.06 -1.88 0.104
H -2.43 0.92 1.41 0.112
H 0.67 -1.63 -2.04 0.106
H -1.89 -0.84 1.63 0.115
C -0.33 0.51 0.84 -0.351
H 2.47 -0.78 -0.66 0.101
C 0.39 -0.79 -1.40 -0.102
H 1.69 0.86 -0.77 0.106
```

## Properties
* HOMO energy: -8.5 eV
* orbital gap: 9.3440 eV

4.
Below is a cluster of 5 separate species, C17H19Cl12N3O4S in total at a distorted geometry, with properties calculated with ωB97M-V/def2-TZVPD.

XYZ file:
```
56
Properties=species:S:1:pos:R:3:lowdin_charge:R:1
Cl -6.19 2.08 -4.85 0.520
H -3.05 -2.83 -2.70 0.128
H 6.85 2.60 -2.50 0.012
N -4.09 -0.82 -2.37 0.013
H -1.62 -2.31 -3.56 0.141
C 0.04 0.62 0.06 -0.210
H 4.16 -3.31 2.61 0.013
H -2.23 0.22 4.10 0.058
C 2.26 0.38 -0.89 -0.027
Cl 3.48 -2.50 4.70 0.533
H -0.86 2.46 0.65 0.066
Cl -7.55 3.28 -2.58 0.525
N -1.38 -2.43 -1.46 0.065
O -2.46 -1.36 0.28 0.144
Cl 6.58 2.59 -0.18 0.536
C -1.52 -1.42 -0.44 -0.339
Cl 4.70 3.48 -2.19 0.536
Cl 0.50 4.67 2.55 0.516
H 3.24 0.82 -1.02 0.048
C -1.03 -1.48 3.54 -0.154
H -2.51 -0.33 2.47 0.057
C -0.91 5.23 3.45 -1.545
C 2.98 -1.73 -2.16 -0.209
H -6.16 1.39 -2.61 -0.035
O 0.52 -3.61 -2.10 0.171
Cl -0.44 6.42 4.67 0.526
Cl 2.06 -4.29 2.91 0.538
H 4.50 -2.77 -1.26 0.063
C 0.67 -1.35 -1.21 -0.025
Cl 2.68 -1.58 2.07 0.583
H -1.58 5.72 2.76 0.011
O -2.69 -0.83 -2.63 -0.078
O -4.40 0.16 -1.85 0.072
Cl -1.77 3.88 4.18 0.523
C 1.32 1.11 -0.18 -0.011
C 6.02 2.38 -1.83 -1.531
C -6.93 1.78 -3.27 -1.566
C 3.22 -2.97 3.02 -1.539
H -1.22 -2.24 2.80 0.063
H -1.43 -1.85 4.49 0.067
C 0.02 -2.62 -1.68 -0.349
H 3.78 -1.09 -2.51 0.042
H 3.28 -2.38 -0.28 -0.008
C -1.73 -0.15 3.21 -0.519
H 2.46 -2.20 -2.99 0.106
H 0.04 -1.37 3.67 0.030
Cl 5.53 0.70 -2.12 0.578
N 3.49 -2.74 -1.20 0.034
C -0.96 1.41 0.89 -0.392
C 1.97 -0.88 -1.41 -0.160
C -0.26 -0.62 -0.48 -0.032
C -2.19 -2.17 -2.65 -0.139
S -0.61 1.16 2.66 0.829
Cl -8.21 0.57 -3.40 0.526
H 1.59 2.08 0.21 0.118
H -1.95 1.04 0.64 0.077
```

## Properties
* HOMO energy: -8.3 eV
* structure (SMILES): CCSCc1ccc(CN)c2c1C(=O)N(CON=O)C2=O.ClC(Cl)Cl.ClC(Cl)Cl.ClC(Cl)Cl.ClC(Cl)Cl
* orbital gap: 7.8857 eV

The following energy above the lowest of the compared OMol25 structures with the same formula, charge and spin values (in kcal per mole) correspond, in order, to the records above: 20.8; 0.0; 120.6; 0.0.